Entry 1:
Molecular formula: C52H90O26
Method: DFT, ωB97M-V/def2-TZVPD

```
168
C52H90O26, DFT ωB97M-V/def2-TZVPD
O 1.37 -3.00 4.41
O -6.49 4.48 -1.65
O 0.78 -6.73 3.12
O 4.68 2.07 0.96
O -5.97 -3.69 -2.73
O 0.57 -6.80 -3.96
O -0.03 1.74 -0.92
O 4.79 -4.62 0.36
O -1.35 -6.72 2.44
O -0.11 -0.26 0.28
O -3.42 2.21 -3.65
O 3.58 -2.23 -2.47
O 0.25 4.08 6.37
O -2.79 3.76 -5.11
O 1.72 -6.21 -2.16
O 0.22 -1.57 -4.91
O 1.97 -1.54 -6.28
O -7.67 4.56 0.27
O -0.26 2.39 4.91
O -7.89 -3.35 -1.67
O -1.18 5.38 1.31
O 6.37 -3.36 1.24
O 0.39 -1.03 4.98
O 2.56 2.58 1.34
O -3.08 5.34 0.06
O 3.67 -0.11 -1.81
C -1.95 4.89 -5.11
C 4.25 -1.11 -2.11
C -0.20 -6.65 2.13
C 0.31 2.94 6.01
C 1.09 5.87 0.63
C -5.02 -1.53 -2.74
C 1.10 1.92 6.76
C -6.74 6.56 -0.66
C 4.51 -3.28 -2.82
C 1.33 -0.30 0.55
C 0.85 0.01 -3.30
C 1.63 -1.75 0.19
C -1.98 0.46 -0.88
C 3.23 3.09 3.64
C -0.91 3.10 3.88
C 3.64 2.54 0.55
C -1.60 5.17 -3.63
C 0.10 -4.64 -3.18
C 5.25 -2.33 3.05
C -0.17 -4.69 -4.69
C 2.08 -6.66 2.54
C -2.65 4.38 -2.83
C 0.87 -5.95 -2.97
C 6.61 -2.48 2.34
C 1.83 0.13 -4.49
C 2.61 -0.99 4.36
C -1.51 2.16 2.87
C 5.14 -3.92 1.27
C 3.51 3.20 -0.78
C 1.39 -1.04 -5.37
C 5.77 -1.39 -2.09
C 0.47 -6.51 0.79
C -2.50 5.43 1.11
C -0.05 -1.18 -3.59
C -0.93 -1.57 5.26
C -0.34 5.51 0.17
C -6.23 -1.58 -1.77
C 2.61 2.07 2.67
C 1.90 -6.09 1.13
C -6.49 3.03 -1.76
C -7.06 5.10 -0.60
C 4.33 -3.38 2.45
C -3.05 3.34 -3.87
C 5.82 -2.90 -2.15
C -1.60 -2.04 3.97
C -0.60 0.79 -0.45
C -4.73 -3.01 -2.98
C -3.25 5.58 2.39
C -5.62 2.36 -0.76
C -0.42 -6.22 -4.81
C 1.40 -1.81 4.61
C -6.79 -2.97 -2.00
H 1.59 1.90 2.98
H -6.01 2.79 -2.72
H -4.13 -1.06 -2.32
H 1.28 5.31 1.55
H 3.50 -1.54 4.67
H 6.15 -0.76 -2.89
H -2.69 1.11 -0.34
H -2.16 1.45 3.39
H 6.98 -1.54 1.93
H -0.77 1.54 2.36
H 4.55 -3.40 -3.90
H 6.65 -3.12 -2.83
H -0.84 -2.39 5.97
H -2.10 0.75 -1.92
H 0.27 0.93 -3.44
H -2.14 -1.26 3.43
H 3.75 2.43 -1.52
H 4.20 4.03 -0.85
H 4.11 -4.20 -2.39
H 0.49 -7.48 0.29
H 1.86 5.47 -0.03
H 1.25 -0.07 -2.30
H -1.40 -0.75 5.80
H 1.52 -2.00 -0.86
H 1.88 0.44 -0.03
H -2.43 -2.68 4.28
H -5.95 2.56 0.27
H 5.89 -3.34 -1.16
H 2.80 -6.18 3.19
H -4.33 -3.26 -3.96
H -1.24 6.16 -3.38
H 3.28 1.24 2.89
H 6.04 -0.88 -1.17
H 0.90 2.17 7.80
H 2.68 -2.02 0.35
H -5.95 -1.41 -0.73
H -2.39 5.78 -5.57
H -7.53 2.78 -1.91
H 2.15 2.07 6.49
H -3.70 4.64 2.69
H 4.25 3.36 3.37
H -0.13 -6.57 -5.80
H 2.60 -6.46 0.39
H 5.39 -2.47 4.12
H -2.23 3.80 -2.02
H -0.72 4.53 -3.49
H 2.65 -0.67 3.32
H 4.92 -1.30 2.92
H -0.21 4.48 -0.20
H -2.09 2.68 2.11
H 0.78 -3.86 -2.86
H -4.06 6.25 2.09
H -1.12 -4.26 -5.02
H 2.62 -0.13 5.03
H 2.00 -5.00 1.20
H -6.92 -0.85 -2.19
H 1.08 6.93 0.88
H 1.37 -0.10 1.62
H -4.60 2.75 -0.75
H 0.84 0.89 6.53
H 4.11 -4.15 3.18
H -3.47 5.05 -2.58
H -2.32 -0.56 -0.72
H 3.42 -2.92 2.06
H -5.67 6.71 -0.47
H -5.41 1.30 -0.89
H 2.75 4.07 3.73
H -1.42 -6.57 -4.54
H -1.05 -0.76 -3.44
H 0.63 -4.48 -5.39
H -2.74 6.12 3.19
H -0.71 6.17 -0.61
H -7.22 7.25 0.03
H 7.37 -2.92 2.98
H -5.24 -0.98 -3.65
H -4.01 -3.53 -2.33
H -6.88 6.91 -1.68
H 2.47 -7.68 2.42
H 1.14 -2.44 0.89
H 1.74 1.06 -5.05
H -1.61 3.82 4.32
H 2.88 0.09 -4.20
H -0.70 -4.72 -2.44
H -0.89 -2.62 3.39
H -0.09 -2.01 -2.89
H 3.28 2.59 4.60
H -0.14 3.70 3.38
H -0.98 4.70 -5.56
H -0.05 -5.77 0.18
H 2.44 3.35 -0.96
```

Energy relative to the best compared isomer or geometry (same formula, charge and spin) ... 56.8 kcal per mole
Orbital gap ... 10.3 eV
HOMO ... -10.03 eV
E_tot ... -108619.5671 eV
LUMO energy ... 0.218 eV

=====

Entry 2:
Molecular formula: C53H39Br2F4GeI2InN3OPS
Method: DFT, ωB97M-V/def2-TZVPD

```
108
C53H39Br2F4GeI2InN3OPS, DFT ωB97M-V/def2-TZVPD
I 4.93 6.79 -0.33
I 1.77 2.48 -2.99
In 0.07 1.94 1.87
Br -1.41 2.66 4.29
Br 3.33 0.27 2.00
Ge -1.44 -1.77 -3.12
S 0.05 -1.77 -1.27
P 0.17 -0.44 2.98
F 4.47 -2.04 0.74
F -0.67 -3.18 1.68
F 3.49 -4.22 -0.21
F 0.87 -4.84 0.16
O 1.23 1.80 0.09
N 1.65 3.41 2.31
N 2.46 -0.48 -1.57
N 2.38 -2.41 -2.58
C -2.29 -5.63 -4.47
C 3.61 5.24 -0.25
C 1.20 -1.64 2.02
C -5.36 2.98 3.27
C 3.25 -2.32 1.08
C -4.22 2.86 1.16
C 2.36 3.43 -1.22
C -2.39 -0.96 4.01
C 2.71 -3.50 0.58
C 1.82 -3.71 -3.01
C 0.64 -1.92 5.23
C 1.68 -1.48 -1.88
C 1.32 0.44 5.32
C -2.05 -4.57 -3.63
C 0.54 -0.53 -4.78
C 3.78 -0.58 -2.02
C -0.79 1.77 -5.28
C -2.97 2.76 3.24
C 1.17 -2.14 6.43
C 2.27 3.75 1.12
C 3.13 4.84 1.02
C -2.09 -0.80 1.57
C 1.83 4.17 3.41
C -1.41 0.91 -4.36
C 3.78 -2.04 -2.53
C -4.14 2.85 4.00
C 2.79 5.21 3.41
C -4.26 2.90 -0.23
C -3.51 -0.67 1.39
C 1.80 -1.05 7.11
C 3.33 5.55 2.19
C 1.89 0.21 6.54
C -3.74 -0.96 3.74
C -2.14 -5.51 -5.81
C -1.98 2.29 -0.32
C -1.67 -4.29 -6.37
C 3.23 4.56 -1.36
C -5.37 3.11 1.92
C -0.71 -0.29 -4.17
C 1.02 0.28 -5.80
C -1.52 -3.18 -5.56
C -3.22 2.57 -1.00
C -1.80 2.33 1.04
C -2.96 2.66 1.83
C 0.32 1.42 -6.01
C 2.49 -1.36 1.71
C -4.33 -0.84 2.50
C -1.56 -0.85 2.86
C -1.66 -3.34 -4.19
C 1.37 -3.82 0.81
C 0.67 -0.59 4.67
C 0.62 -2.89 1.51
C 1.94 2.95 -0.04
H -1.22 -2.24 -5.97
H 1.45 -3.51 -4.08
H -3.14 2.55 -2.11
H 0.60 2.06 -6.84
H -4.44 -0.99 4.60
H -5.18 3.22 -0.78
H -1.23 2.75 -5.52
H -1.10 2.05 -0.91
H -2.50 -6.58 -4.04
H -2.42 1.13 -3.93
H 0.10 -2.68 4.70
H 4.02 6.36 2.10
H 2.07 0.38 -1.15
H -3.91 -0.56 0.38
H 1.19 -3.10 6.91
H -6.33 3.22 1.39
H -6.31 3.14 3.77
H 4.42 -2.72 -1.89
H -2.12 -6.43 -6.34
H -1.39 -4.21 -7.41
H 1.28 3.86 4.27
H 1.52 1.37 4.84
H 4.28 -2.05 -3.47
H -2.13 -4.67 -2.57
H 2.55 -4.47 -3.14
H -2.73 -1.41 -2.30
H 2.91 5.76 4.30
H 4.01 0.08 -2.90
H 4.52 -0.42 -1.25
H -1.45 -0.68 0.67
H 2.52 0.93 7.07
H 1.05 -3.99 -2.26
H -5.38 -0.86 2.51
H -2.01 -0.90 5.05
H 1.86 -0.02 -6.37
H 3.70 4.74 -2.28
H -4.08 2.86 5.05
H 2.21 -1.23 8.09
H 1.05 -1.53 -4.66
```

Charge ... +2
Energy relative to the best compared isomer or geometry (same formula, charge and spin) ... 49.8 kcal per mole
Orbital gap ... 7.4 eV
HOMO ... -12.36 eV
E_tot ... -311068.0606 eV
LUMO energy ... -4.917 eV

=====

Entry 3:
Molecular formula: C53H43As2IrN5
Method: DFT, ωB97M-V/def2-TZVPD

```
104
C53H43As2IrN5, DFT ωB97M-V/def2-TZVPD
Ir -0.08 0.18 -0.40
As -0.17 -1.55 -2.15
As 2.33 0.06 -1.11
N -0.44 1.85 -1.57
N -0.62 -1.45 0.96
N 2.62 -0.05 2.02
N -2.12 0.21 -0.38
N 0.26 1.57 1.53
C -1.77 2.16 -1.68
C 3.74 -1.52 3.63
C -1.97 -1.70 0.98
C -0.29 0.00 -6.60
C -0.33 -3.26 2.51
C -0.14 -0.86 -3.95
C 2.17 0.17 4.43
C 3.51 1.09 0.03
C -1.49 -3.91 -1.20
C -1.69 -3.54 2.49
C 5.16 2.68 1.63
C -2.44 -4.91 -1.23
C 5.06 -0.51 -4.18
C -4.19 -0.81 0.08
C -2.61 -2.80 -3.05
C 4.33 2.07 -0.54
C -4.08 1.16 -1.29
C 5.14 2.86 0.26
C -0.86 2.99 3.69
C -2.71 1.17 -1.11
C 4.37 -0.55 -2.98
C 1.51 0.82 5.50
C -2.19 3.35 -2.25
C 0.61 -0.99 -6.23
C 0.12 2.01 3.92
C 1.55 -2.50 -1.91
C 3.17 0.16 -2.85
C 2.67 0.91 -3.92
C 4.56 0.24 -5.25
C -0.66 2.53 1.39
C -1.57 -2.86 -2.13
C -4.83 0.15 -0.68
C -2.51 -2.74 1.72
C 3.19 -0.79 4.69
C -1.22 3.28 2.41
C 3.38 0.95 -5.12
C 0.09 3.93 -2.63
C -1.07 0.11 -4.33
C 1.79 0.47 3.12
C -1.25 4.25 -2.74
C 2.44 -1.88 -0.82
C 0.15 -2.22 1.74
C 0.71 1.34 2.82
C -1.14 0.54 -5.64
C 3.43 -1.24 2.35
C 0.53 1.73 5.25
C -3.48 -4.86 -2.16
C -3.56 -3.81 -3.06
C 0.45 2.74 -2.03
C 4.34 1.73 2.23
C -2.81 -0.76 0.21
C 0.69 -1.42 -4.91
C 3.53 0.98 1.41
H -1.79 0.49 -3.61
H -3.24 3.59 -2.29
H 1.50 2.50 -1.89
H 3.00 1.53 -5.94
H 5.11 0.26 -6.18
H -0.69 -3.96 -0.48
H 1.73 1.44 -3.85
H 1.25 -1.44 -6.98
H 1.21 -2.02 1.76
H -1.95 4.05 2.17
H 1.97 -2.08 0.14
H -4.36 -3.78 -3.79
H 0.86 4.60 -2.98
H 4.35 1.58 3.30
H -4.57 1.90 -1.91
H -0.98 2.75 0.38
H -4.77 -1.60 0.55
H -4.22 -5.65 -2.19
H 3.48 -1.00 5.71
H 5.77 3.61 -0.20
H 5.81 3.28 2.25
H 2.03 -2.47 -2.88
H 3.43 -2.32 -0.82
H 1.97 -0.27 1.25
H 1.40 -2.21 -4.68
H -2.67 -1.99 -3.77
H -2.37 -5.75 -0.55
H -2.10 -4.35 3.07
H -1.56 5.18 -3.18
H 3.85 -1.73 1.48
H 0.05 2.25 6.06
H -1.29 3.52 4.54
H 4.79 -1.10 -2.15
H 1.35 -3.55 -1.68
H -0.35 0.33 -7.62
H 1.81 0.59 6.51
H -1.87 1.29 -5.93
H -5.90 0.12 -0.81
H 5.98 -1.05 -4.29
H 0.35 -3.84 3.12
H 4.42 -2.34 3.83
H 4.35 2.20 -1.62
H -3.57 -2.91 1.70
```

Charge ... +4
Energy relative to the best compared isomer or geometry (same formula, charge and spin) ... 0.0 kcal per mole
⟨S²⟩ ... 0.791
Orbital gap (spin up / spin down) ... 6.7 / 6.9 eV
HOMO (spin up / spin down) ... -17.61 / -18.33 eV
2S+1 ... 2
E_tot ... -187591.1110 eV
LUMO energy (spin up / spin down) ... -10.939 / -11.433 eV

=====

Entry 4:
Molecular formula: C53H43AuN4PSb
Method: DFT, ωB97M-V/def2-TZVPD

```
103
C53H43AuN4PSb, DFT ωB97M-V/def2-TZVPD
Au -1.40 -0.11 0.26
Sb 1.67 -0.43 0.85
P -1.29 -0.16 -2.09
N -1.74 -0.17 2.39
N -1.77 -1.22 3.05
N -1.55 -2.35 0.94
N -1.68 2.08 0.95
C -3.16 0.77 -3.97
C 1.38 0.58 5.66
C -2.11 3.52 4.31
C 1.09 3.07 -2.81
C 2.48 -2.38 0.83
C 1.48 -1.06 3.89
C -5.52 0.39 -3.77
C -0.63 5.25 -0.63
C 1.72 -3.47 1.26
C -1.61 -2.71 -3.21
C -1.81 2.22 2.28
C -0.72 4.23 0.29
C -1.74 -2.41 2.27
C -4.45 0.91 -4.46
C 3.43 0.66 0.43
C -1.73 -4.72 0.85
C 4.34 0.98 1.43
C 0.18 0.83 -4.19
C -1.54 -3.48 0.25
C -2.36 4.22 -1.96
C 1.45 1.60 4.72
C -1.16 -3.98 -3.55
C 1.39 -0.75 5.25
C -0.74 -1.79 -2.64
C 4.30 -3.90 0.34
C 0.17 -4.33 -3.32
C 1.55 -0.05 2.94
C -2.02 3.47 2.94
C 3.78 -2.60 0.37
C -5.32 -0.28 -2.56
C -2.43 3.17 -1.06
C 3.74 0.96 -0.90
C 4.92 1.61 -1.22
C -1.91 -4.78 2.22
C -1.46 5.26 -1.75
C 2.24 -4.75 1.24
C 1.05 -3.41 -2.76
C -0.17 1.01 -2.85
C 1.52 1.29 3.37
C -1.87 1.12 4.47
C 3.53 -4.97 0.77
C 1.42 2.89 -4.15
C 0.60 -2.14 -2.43
C -1.62 3.18 0.08
C -2.02 2.35 5.08
C -1.91 -3.60 2.95
C 5.82 1.95 -0.21
C -2.94 0.10 -2.77
C -1.79 1.05 3.10
C 0.97 1.77 -4.84
C 5.53 1.64 1.11
C 0.31 2.12 -2.16
C -4.04 -0.42 -2.06
H 2.08 -3.68 -2.58
H -6.16 -0.68 -2.02
H 2.03 3.63 -4.65
H -1.39 6.07 -2.47
H 3.94 -5.97 0.75
H 0.52 -5.32 -3.59
H -4.60 1.44 -5.40
H 6.74 2.46 -0.46
H -3.13 2.35 -1.21
H -0.15 -0.05 -4.73
H 1.24 1.62 -5.87
H -3.88 -0.93 -1.12
H -0.05 4.20 1.15
H 0.07 2.26 -1.12
H -2.05 -3.57 4.02
H 4.39 -1.78 0.03
H 1.59 2.09 2.64
H 3.05 0.69 -1.69
H 1.29 -1.42 -2.00
H 1.53 -2.10 3.59
H 5.30 -4.06 -0.02
H 5.15 1.84 -2.25
H -2.10 2.42 6.16
H -1.84 -4.69 -4.01
H -2.28 4.47 4.79
H 1.46 3.93 -2.27
H 1.36 -1.54 5.98
H -6.53 0.51 -4.16
H -2.65 -2.45 -3.39
H -1.71 -5.62 0.25
H -2.13 4.37 2.35
H 1.64 -5.59 1.58
H 0.71 -3.32 1.63
H 1.46 2.63 5.04
H 0.08 6.05 -0.48
H 1.34 0.81 6.72
H 4.14 0.73 2.47
H -2.33 1.20 -4.51
H -1.36 -3.40 -0.81
H -1.83 0.20 5.05
H -2.06 -5.73 2.72
H 6.23 1.89 1.89
H -3.00 4.22 -2.83
```

Charge ... +2
Energy relative to the best compared isomer or geometry (same formula, charge and spin) ... 7.7 kcal per mole
⟨S²⟩ ... 2.069
Orbital gap (spin up / spin down) ... 6.0 / 5.2 eV
HOMO (spin up / spin down) ... -12.64 / -12.77 eV
2S+1 ... 3
E_tot ... -81123.3513 eV
LUMO energy (spin up / spin down) ... -6.669 / -7.581 eV